Molecular formula: C30H26NNiOP2
Method: DFT, ωB97M-V with the def2-TZVPD basis set

Properties
- HOMO (spin up / spin down) (eV) = -2.607 / -2.576
- electronic energy (eV) = -94688.47445
- net charge = -1

Geometry (Å):
Ni 0.4603 -0.0493 0.1196
C 2.1703 -1.8271 -1.6394
P 0.6569 -0.9229 -1.9299
C 0.7278 0.2378 -3.2905
C 1.8904 0.6004 -3.9770
C 1.8591 1.6029 -4.9559
C 0.6705 2.2610 -5.2614
C -0.4972 1.9184 -4.5894
C -0.4623 0.9214 -3.6135
C -0.4904 -2.2341 -2.4299
C -1.1007 -2.9944 -1.4167
C -1.9829 -4.0321 -1.7257
C -2.2721 -4.3248 -3.0542
C -1.6767 -3.5819 -4.0720
C -0.7888 -2.5465 -3.7615
C 2.3800 -1.7599 -0.1485
C 3.5742 -2.0175 0.5081
C 3.4166 -1.5483 1.7985
C 2.1335 -1.0281 1.8689
C 1.5935 -0.1659 2.9818
P 0.2883 0.7709 2.2011
C -1.2436 0.0990 2.8779
C -2.2798 -0.2035 1.9796
C -3.4729 -0.7802 2.4215
C -3.6491 -1.0638 3.7724
C -2.6329 -0.7710 4.6788
C -1.4377 -0.1968 4.2338
C 0.3553 2.5079 2.6196
C -0.3107 3.1063 3.6934
C -0.3489 4.4996 3.8306
C 0.2786 5.3177 2.8944
C 0.9589 4.7441 1.8269
C 0.9985 3.3536 1.6952
N 1.4454 -1.4017 0.7631
H 3.0450 -1.3676 -2.1087
H 2.1433 -2.8782 -1.9430
H 2.8436 0.1349 -3.7529
H 2.7753 1.8833 -5.4710
H 0.6531 3.0476 -6.0105
H -1.4293 2.4320 -4.8055
H -1.3869 0.6924 -3.0812
H -0.8913 -2.7804 -0.3680
H -2.4409 -4.6057 -0.9241
H -2.9609 -5.1293 -3.2967
H -1.9026 -3.8067 -5.1107
H -0.3373 -1.9908 -4.5799
H 4.4827 -2.4096 0.0688
H 4.1767 -1.5022 2.5680
H 2.4057 0.4798 3.3332
H 1.2961 -0.8158 3.8087
H -2.1543 -0.0114 0.9143
H -4.2552 -1.0155 1.7048
H -4.5739 -1.5184 4.1161
H -2.7661 -0.9969 5.7333
H -0.6609 0.0126 4.9642
H -0.8555 2.5100 4.4184
H -0.9001 4.9453 4.6546
H 0.2200 6.3988 2.9854
H 1.4314 5.3721 1.0764
H 1.4951 2.9341 0.8199
O -0.6640 1.4943 -0.6140

Cartesian forces, eV/Å:
Ni -3.8 4.3 -2.0
C 0.9 -0.9 0.3
P -1.2 1.0 1.3
C 0.0 0.5 -1.0
C -0.2 0.3 -0.2
C -0.1 -0.1 0.2
C 0.1 -0.1 0.1
C 0.3 -0.4 0.2
C -0.4 0.0 0.2
C -0.6 -0.5 -0.2
C -0.1 -0.1 -0.1
C 0.3 0.2 -0.1
C 0.1 0.1 -0.1
C 0.1 0.1 0.3
C -0.2 -0.3 0.0
C 1.6 -2.2 0.0
C 0.3 -0.2 -1.5
C 0.0 0.8 1.3
C 1.4 -1.6 1.8
C 0.8 -1.1 0.5
P -0.8 -0.5 -2.1
C -0.9 -0.2 0.4
C -0.2 -0.2 0.0
C 0.3 0.1 0.2
C 0.1 0.1 0.0
C 0.2 0.1 -0.2
C -0.4 -0.1 0.0
C 0.1 1.3 0.0
C -0.1 0.4 0.0
C 0.1 -0.3 -0.1
C 0.0 -0.2 0.1
C 0.0 -0.4 0.2
C 0.0 0.1 -0.2
N 0.6 1.4 -0.4
H -0.1 0.0 -0.1
H -0.2 0.1 -0.4
H -0.1 -0.1 0.0
H -0.1 -0.1 0.1
H 0.1 -0.1 0.0
H 0.1 -0.1 0.1
H 0.4 0.0 0.1
H 0.0 0.1 -0.2
H 0.1 0.1 -0.1
H 0.1 0.1 0.0
H 0.0 0.0 0.1
H 0.0 0.1 0.2
H 0.0 0.1 -0.1
H 0.0 0.1 0.0
H -0.2 0.0 0.0
H -0.3 0.3 0.3
H 0.3 0.3 0.1
H 0.1 0.0 0.1
H 0.1 0.0 0.0
H 0.0 0.0 -0.1
H 0.0 0.0 -0.1
H 0.1 -0.1 -0.1
H 0.1 -0.1 -0.1
H 0.0 -0.1 0.0
H 0.0 -0.1 0.1
H -0.3 -0.1 0.2
O 1.6 -2.4 1.1